[1]
2 unconnected molecules or ions with the total composition C3H10S at a distorted geometry. Source: the Open Molecules 2025 dataset; level of theory: ωB97M-V with the def2-TZVPD basis set.

Each line ends with the Mulliken charge.
Atoms and positions in Å:
C -1.799451 0.273057 1.048194  -0.7016
C -1.433767 -0.579912 -0.241063  -0.7563
H -1.148604 -0.224886 1.832473  0.2523
H -1.570123 1.230536 0.671961  0.2478
H -2.899951 0.205843 1.219175  0.2604
H -0.402276 -0.826114 -0.568514  0.0662
H -1.845801 0.010639 -1.060501  0.2859
H -1.836842 -1.605362 -0.046934  0.3048
C 2.198374 0.735955 -0.614616  -0.6815
S 2.228946 -0.584673 0.632451  -0.1667
H 1.318364 0.717876 -1.364968  0.2589
H 3.135770 0.288325 -1.192626  0.2652
H 2.540656 1.824766 -0.233925  0.2569
H 1.514700 -1.466049 -0.081101  0.1076

Atoms 1-3, force components in eV/Å:
1.169 -2.951 -0.984
-0.840 -0.838 0.522
-1.036 1.542 -0.280

Strongest force on any atom   3.53 eV Å⁻¹
Highest occupied orbital energy   -8.82 eV
SMILES   CC.CS
M   78.18 g/mol
Frontier orbital gap   9.7 eV
E   -14106.6452 eV
ΔE to the lowest compared entry with this formula, charge and spin   163.19 kJ/mol
E_LUMO   0.91 eV

[2]
2 unconnected molecules or ions with the total composition C3H10S at a distorted geometry. Source: the Open Molecules 2025 dataset; level of theory: ωB97M-V with the def2-TZVPD basis set.

Each line ends with the Mulliken charge.
Atoms and positions in Å:
C 1.284341 -0.943282 -0.498267  -1.1754
C -0.160000 -1.301617 -0.676724  -0.2939
S -0.659449 -2.622826 0.509940  -0.2500
H 1.919414 -1.830856 -0.377711  0.3631
H 1.617375 -0.268198 0.288177  0.3101
H 1.715732 -0.526913 -1.415964  0.3050
H -0.833950 -0.459307 -0.561542  0.2858
H -0.333774 -1.725646 -1.661870  0.3414
H -1.983741 -2.536788 0.242845  0.1175
C -0.464462 2.479226 0.809617  -0.9001
H -0.087851 1.463730 0.890631  0.0588
H 0.019800 3.151710 1.497534  0.3102
H -1.482938 2.424972 1.202811  0.2891
H -0.550500 2.695794 -0.249474  0.2384

Atoms 1-3, force components in eV/Å:
1.791 -0.277 -0.650
-0.571 -0.437 0.250
-0.279 0.412 -0.105

Strongest force on any atom   1.93 eV Å⁻¹
Highest occupied orbital energy   -9.01 eV
SMILES   CCS.C
M   78.18 g/mol
Frontier orbital gap   9.9 eV
E   -14107.9980 eV
ΔE to the lowest compared entry with this formula, charge and spin   32.66 kJ/mol
E_LUMO   0.92 eV

[3]
2 unconnected molecules or ions with the total composition C3H10S at a distorted geometry. Source: the Open Molecules 2025 dataset; level of theory: ωB97M-V with the def2-TZVPD basis set.

Each line ends with the Mulliken charge.
Atoms and positions in Å:
C 1.864349 -1.548464 0.424781  -0.8707
C 0.746548 -1.087772 1.377179  -0.5158
H 2.045237 -0.960271 -0.511103  0.2608
H 2.655980 -1.511146 1.128700  0.2646
H 1.658966 -2.505609 -0.014902  0.2959
H 1.055744 -0.102474 1.725338  0.2718
H 0.623901 -1.828840 2.161723  0.3163
H -0.198544 -0.988958 0.798793  -0.0072
C -1.358627 2.088057 -1.403075  -0.6431
S -2.279695 0.761902 -0.196585  -0.2352
H -1.945261 2.303538 -2.375579  0.3205
H -0.322788 1.638012 -1.235043  0.1500
H -1.139067 2.953722 -0.761151  0.2626
H -3.406742 0.788304 -1.119077  0.1296

Atoms 1-3, force components in eV/Å:
-0.953 0.662 -0.608
-0.721 0.321 -2.136
-0.113 0.294 1.216

Strongest force on any atom   4.09 eV Å⁻¹
Highest occupied orbital energy   -9.03 eV
SMILES   CC.CS
M   78.18 g/mol
Frontier orbital gap   9.7 eV
E   -14106.6676 eV
ΔE to the lowest compared entry with this formula, charge and spin   161.02 kJ/mol
E_LUMO   0.65 eV

[4]
2 unconnected molecules or ions with the total composition C3H10S at a distorted geometry. Source: the Open Molecules 2025 dataset; level of theory: ωB97M-V with the def2-TZVPD basis set.

Each line ends with the Mulliken charge.
Atoms and positions in Å:
C 1.340506 -1.193556 -0.928874  -0.8553
S 0.584378 0.364304 -0.304469  -0.0495
C 1.739399 1.371144 0.605338  -0.7884
H 0.631959 -1.476721 -1.648945  0.2731
H 1.280567 -1.951619 -0.090774  0.2426
H 2.219947 -1.024061 -1.356493  0.3899
H 1.288301 2.400360 0.483558  0.2380
H 1.871322 1.287915 1.708422  0.2879
H 2.869429 1.335414 0.343742  0.2578
C -3.775888 -0.743220 0.727200  -0.7893
H -4.113460 0.257129 0.504867  0.2251
H -3.771125 -0.818729 1.832831  0.2244
H -2.788502 -0.961198 0.302882  0.1334
H -4.662584 -1.483546 0.369434  0.2105

Atoms 1-3, force components in eV/Å:
-3.506 -0.308 4.320
-0.331 -0.324 -0.360
2.179 1.350 0.989

Strongest force on any atom   5.57 eV Å⁻¹
Highest occupied orbital energy   -8.46 eV
SMILES   CSC.C
M   78.18 g/mol
Frontier orbital gap   9.5 eV
E   -14107.1638 eV
ΔE to the lowest compared entry with this formula, charge and spin   113.15 kJ/mol
E_LUMO   1.04 eV

[5]
2 unconnected molecules or ions with the total composition C3H10S2. Source: the Open Molecules 2025 dataset; level of theory: ωB97M-V with the def2-TZVPD basis set.

Each line ends with the Mulliken charge.
Atoms and positions in Å:
C -1.778858 0.227722 -1.417190  -0.7653
S -1.618574 -1.247239 -0.353607  -0.0555
C -1.222065 -0.565588 1.285597  -0.7772
H -1.250135 0.054017 -2.349664  0.2807
H -1.290697 1.033574 -0.868330  0.1711
H -2.795175 0.556554 -1.624469  0.3321
H -2.153898 -0.291700 1.767962  0.3392
H -0.821046 -1.438072 1.801294  0.2611
H -0.502533 0.236445 1.379800  0.2158
C 2.074101 0.697827 -0.004113  -0.5736
S 2.416369 -1.017731 -0.511283  -0.1742
H 1.176413 0.990841 -0.540443  0.0351
H 1.966236 0.796871 1.068677  0.2588
H 2.887713 1.353918 -0.313968  0.3462
H 2.912156 -1.387439 0.679743  0.1056

Atoms 1-3, force components in eV/Å:
0.222 0.194 0.622
0.180 0.339 -0.285
-0.653 -0.752 -0.022

Strongest force on any atom   1.00 eV Å⁻¹
Highest occupied orbital energy   -8.33 eV
SMILES   CSC.CS
M   110.25 g/mol
Frontier orbital gap   9.2 eV
E   -24943.0615 eV
ΔE to the lowest compared entry with this formula, charge and spin   61.27 kJ/mol
E_LUMO   0.85 eV

[6]
2 unconnected molecules or ions with the total composition C3H10S3 at a distorted geometry. Source: the Open Molecules 2025 dataset; level of theory: ωB97M-V with the def2-TZVPD basis set.

Each line ends with the Mulliken charge.
Atoms and positions in Å:
C -0.997304 -1.723416 0.656339  -0.6557
S -2.190867 -0.295607 0.546933  -0.0834
C -2.236745 -0.042970 -1.238965  -0.6333
H -1.488974 -2.618820 0.160915  0.3119
H -0.025357 -1.494053 0.041179  0.1127
H -0.787694 -1.955014 1.769597  0.2625
H -2.326840 1.045701 -1.422836  0.3415
H -2.454336 -1.002607 -1.980473  0.3042
H -1.186485 -0.223431 -1.433787  0.0512
C 1.385228 1.907114 0.695716  -0.6421
S 1.857423 0.986489 -0.875256  -0.1092
S 3.639652 0.073352 0.040409  -0.2187
H 0.807284 2.791638 0.312340  0.2517
H 0.779269 1.131712 1.222360  0.2048
H 2.424483 2.322366 1.057437  0.3450
H 2.801268 -0.902459 0.448088  0.1569

Atoms 1-3, force components in eV/Å:
0.480 -0.278 -0.549
0.069 -0.880 0.415
2.129 -2.440 -1.204

Strongest force on any atom   3.54 eV Å⁻¹
Highest occupied orbital energy   -8.53 eV
SMILES   CSC.CSS
M   142.31 g/mol
Frontier orbital gap   8.6 eV
E   -35776.8053 eV
ΔE to the lowest compared entry with this formula, charge and spin   196.26 kJ/mol
E_LUMO   0.03 eV

[7]
2 unconnected molecules or ions with the total composition C3H10S3 at a distorted geometry. Source: the Open Molecules 2025 dataset; level of theory: ωB97M-V with the def2-TZVPD basis set.

Each line ends with the Mulliken charge.
Atoms and positions in Å:
C -1.820458 1.062781 1.242319  -0.5148
S -2.532216 0.195125 -0.165241  -0.0757
C -1.780677 -1.424669 0.177063  -0.5735
H -2.342120 0.730184 2.147023  0.3183
H -0.742156 0.833974 1.120210  -0.0386
H -1.827348 2.189538 1.004383  0.2898
H -1.605159 -2.125402 -0.718465  0.2831
H -2.455768 -1.937351 0.910878  0.3181
H -0.803934 -1.427472 0.761446  0.0218
C 1.169901 1.510053 -1.209802  -0.5261
S 1.569446 -0.275156 -1.059217  -0.0355
S 2.190683 -0.484922 0.988921  -0.2483
H 0.826005 1.662354 -2.227536  0.3024
H 0.346420 1.709580 -0.601014  0.0097
H 1.944751 2.245730 -0.877915  0.3237
H 1.600110 -1.730865 0.992116  0.1456

Atoms 1-3, force components in eV/Å:
0.852 1.360 -1.323
0.378 -0.392 -0.627
0.432 -1.979 0.915

Strongest force on any atom   2.22 eV Å⁻¹
Highest occupied orbital energy   -8.41 eV
SMILES   CSC.CSS
M   142.31 g/mol
Frontier orbital gap   8.7 eV
E   -35777.8766 eV
ΔE to the lowest compared entry with this formula, charge and spin   92.90 kJ/mol
E_LUMO   0.26 eV